Entry 1:
Computed, not measured: an isolated molecule of C17H21N3S, with wB97M-V/def2-TZVPD.

Each line ends with the Löwdin charge.
Geometry (Å):
1 C 1.474288 5.166934 1.114556  -0.0494
2 C 1.599256 3.679145 0.996093  -0.2441
3 C 2.604173 3.117413 0.220105  -0.0409
4 C 2.734680 1.749338 0.087425  -0.0225
5 C 1.844808 0.904483 0.741941  -0.2636
6 C 0.855802 1.458564 1.547793  -0.0016
7 C 0.719096 2.831970 1.675468  -0.2279
8 C -0.361955 3.394988 2.546165  -0.0407
9 H -0.939714 2.599426 3.009651  0.0774
10 H 0.064232 4.016429 3.332707  0.0844
11 H -1.037040 4.020001 1.961934  0.0844
12 H 0.203815 0.804726 2.108936  0.1222
13 N 1.998303 -0.481774 0.602099  0.0384
14 C 1.085887 -1.453083 0.922729  -0.8326
15 N -0.199934 -1.288708 0.555762  -0.1540
16 C -0.615795 -0.310028 -0.421201  -0.0264
17 H -1.394399 -0.743930 -1.046543  0.0826
18 H -1.010300 0.593152 0.054554  0.0908
19 H 0.224311 -0.027719 -1.053593  0.1029
20 C -1.206070 -2.216774 1.025223  -0.1932
21 H -2.173632 -1.713667 0.981248  0.1254
22 H -0.974711 -2.473187 2.062774  0.0964
23 C -1.267368 -3.523596 0.214794  -0.1348
24 C -1.565940 -3.277967 -1.232529  -0.3162
25 N -2.821391 -2.965386 -1.536788  0.1064
26 C -3.130250 -2.727378 -2.798494  -0.1481
27 C -2.210167 -2.780770 -3.833835  -0.0708
28 C -0.897664 -3.101078 -3.521596  -0.0665
29 C -0.568049 -3.353839 -2.201437  -0.0214
30 H 0.442213 -3.606913 -1.917971  0.1153
31 H -0.145330 -3.154763 -4.295625  0.1054
32 H -2.511343 -2.581017 -4.850302  0.0977
33 H -4.168694 -2.482615 -2.983298  0.1034
34 H -0.316365 -4.044832 0.319486  0.0640
35 H -2.061564 -4.134632 0.644376  0.1218
36 S 1.633146 -2.822451 1.682409  0.6569
37 H 2.954129 -0.811414 0.653363  0.1180
38 H 3.523732 1.330223 -0.519237  0.1118
39 H 3.299886 3.765031 -0.293792  0.1095
40 H 2.232264 5.665161 0.515816  0.0751
41 H 0.492692 5.499076 0.777488  0.0820
42 H 1.590962 5.481462 2.151346  0.0827

Forces on atoms 1 to 2 (eV/Å):
-0.0291 -0.0549 0.0174
0.0559 -0.0318 -0.0441

Calculated values
* HOMO energy: -7.9 eV
* structure (SMILES): Cc1ccc(NC(=S)N(C)CCc2ccccn2)cc1C
* energy above the lowest of the compared OMol25 structures with the same formula, charge and spin: 0.000 eV
* Kohn-Sham gap: 8.6 eV
* energy: -33276.147 eV
* strongest force on any atom: 0.682 eV Å⁻¹


Entry 2:
Computed, not measured: an isolated molecule of C17H21NO3, with wB97M-V/def2-TZVPD.

Each line ends with the Löwdin charge.
Geometry (Å):
1 C 2.830240 -0.691306 -2.729708  -0.0921
2 H 2.536792 -1.384138 -3.514611  0.0769
3 H 3.899398 -0.506443 -2.813076  0.0682
4 H 2.632520 -1.165412 -1.770402  0.0647
5 C 2.045523 0.615726 -2.864373  -0.1998
6 C 0.567360 0.375312 -2.739162  -0.1832
7 C -0.259599 0.273006 -3.841225  -0.0488
8 C -1.629869 0.027450 -3.721406  -0.0949
9 C -2.226763 -0.122018 -2.491037  -0.0277
10 C -1.425721 -0.025635 -1.353442  -0.1031
11 C -0.037078 0.215305 -1.492832  -0.1412
12 N 0.511885 0.252097 -0.240154  0.1734
13 C -0.484485 0.068549 0.683770  -0.1462
14 C -1.678179 -0.113464 0.045986  -0.1039
15 C -2.935414 -0.356889 0.809950  -0.0915
16 H -3.782765 0.164120 0.361980  0.1219
17 C -2.697186 0.156945 2.233157  -0.1785
18 H -3.488462 -0.169405 2.911425  0.1283
19 O -1.507433 -0.350876 2.801792  -0.0690
20 C -0.292592 0.026932 2.166724  -0.3984
21 C 0.742737 -1.036932 2.576750  -0.1522
22 C 0.433298 -2.401022 1.971561  -0.0710
23 H 0.493530 -2.372384 0.885950  0.0741
24 H -0.570590 -2.706182 2.252852  0.0781
25 H 1.139611 -3.141328 2.339400  0.0733
26 H 1.738963 -0.706738 2.282670  0.1061
27 H 0.713917 -1.112801 3.664620  0.1256
28 C 0.133470 1.428083 2.721850  0.0075
29 C 1.245409 2.084534 1.961502  -0.5386
30 O 1.119604 2.963941 1.151971  0.1171
31 O 2.455912 1.586665 2.277488  0.0975
32 H 3.151643 2.069421 1.802828  0.1348
33 H 0.435464 1.292664 3.760490  0.1373
34 H -0.732545 2.088807 2.672885  0.1307
35 H -2.679040 1.256103 2.218254  0.1247
36 H -3.163056 -1.426968 0.831746  0.1241
37 H 1.480534 0.420234 -0.036209  0.1475
38 H -3.286405 -0.308504 -2.401758  0.1070
39 H -2.226530 -0.042608 -4.619338  0.0968
40 H 0.165818 0.391603 -4.827591  0.1080
41 H 2.370063 1.321258 -2.094420  0.1070
42 H 2.260022 1.062294 -3.836856  0.1092

Forces on atoms 1 to 2 (eV/Å):
0.0447 0.2007 -0.0255
-0.0105 -0.0981 -0.0389

Calculated values
* HOMO energy: -7.7 eV
* structure (SMILES): CCc1cccc2c3c([nH]c12)[C@@](CC)(CC(=O)O)OCC3
* energy above the lowest of the compared OMol25 structures with the same formula, charge and spin: 0.031 eV
* Kohn-Sham gap: 8.2 eV
* energy: -25603.653 eV
* strongest force on any atom: 0.721 eV Å⁻¹


Entry 3:
Computed, not measured: a structure of composition C17H22AsN2O13ReS, with wB97M-V/def2-TZVPD.

Each line ends with the Löwdin spin population.
Geometry (Å):
1 Re 0.090871 0.134868 0.070918  0.6850
2 C 2.424736 2.257437 0.219723  0.0053
3 O 1.033791 2.004615 0.556182  0.0097
4 C 0.543542 2.805802 1.639433  0.0016
5 C -1.675424 2.609611 0.876073  0.0033
6 O -1.699560 1.374167 0.122647  0.0232
7 C -2.271081 1.473449 -1.203952  0.0012
8 C -1.186305 1.894579 -2.162599  0.0007
9 O -0.031546 1.062778 -1.954343  -0.0033
10 C 0.505313 0.498403 -3.179624  -0.0005
11 H 2.538731 3.316010 -0.010180  0.0001
12 H 2.662021 1.643496 -0.645532  0.0001
13 H 3.054934 1.971272 1.060850  0.0004
14 H 0.626749 3.854438 1.336719  0.0002
15 H 1.119535 2.604323 2.542070  -0.0001
16 H -1.398163 3.432290 0.209037  0.0004
17 H -2.665406 2.757557 1.303371  -0.0002
18 H -3.105172 2.176598 -1.198782  0.0003
19 H -2.637522 0.473793 -1.428533  -0.0002
20 H -0.881620 2.932821 -2.009409  0.0000
21 H -1.544477 1.789155 -3.186224  -0.0001
22 H 0.457319 1.255057 -3.961253  0.0000
23 H -0.079698 -0.379184 -3.456702  -0.0001
24 H 1.546455 0.243058 -2.992877  -0.0001
25 O 3.824351 -2.576332 -0.436652  -0.0002
26 As 2.701459 -1.532521 -1.264356  0.0052
27 O 3.439734 -0.412436 -2.188616  0.0000
28 O 1.865132 -0.836953 0.051078  0.0631
29 C 1.597038 -2.711386 -2.319007  0.0022
30 C 2.234637 -3.031481 -3.513732  0.0001
31 C 1.632103 -3.871695 -4.440727  0.0008
32 C 0.374898 -4.386514 -4.185545  0.0000
33 C -0.283787 -4.058622 -3.007633  0.0012
34 C 0.319361 -3.228135 -2.075478  0.0026
35 S -0.635804 -2.893774 -0.611044  0.0067
36 O -1.883310 -3.572961 -0.734515  -0.0024
37 O 0.192275 -3.130596 0.536231  0.0006
38 O -0.922354 -1.366657 -0.749243  0.0378
39 H 4.728692 -2.304979 -0.645623  0.0001
40 H 3.209655 -2.609393 -3.726113  0.0001
41 H 2.150267 -4.117064 -5.357776  0.0000
42 H -0.103245 -5.043442 -4.899331  0.0000
43 H -1.269513 -4.447869 -2.796594  0.0001
44 O -2.383116 -1.409710 5.419215  0.0001
45 C -1.264939 -2.098640 5.074237  0.0026
46 O -0.914061 -3.054310 5.694575  0.0056
47 C -0.539202 -1.609295 3.885037  0.0165
48 C 0.757478 -1.875119 3.603592  -0.0111
49 N 1.123113 -1.233243 2.467560  0.0289
50 N 0.073884 -0.596666 1.878089  0.0336
51 C -0.985543 -0.796512 2.767409  0.0089
52 C -2.224221 -0.371135 2.474764  0.0390
53 O -3.291792 -0.021436 2.241830  0.0295
54 O -0.773226 2.449920 1.911326  0.0016
55 H -2.364688 -0.505236 5.084595  0.0001
56 H 1.457424 -2.471721 4.165313  -0.0009
57 H 1.887905 -1.440483 1.827657  0.0008

Forces on atoms 1 to 2 (eV/Å):
0.0140 -0.2701 0.8637
-0.0088 0.0039 0.0016

Calculated values
* HOMO energy (spin up / spin down): -10.3 / -10.3 eV
* net charge: +1
* energy above the lowest of the compared OMol25 structures with the same formula, charge and spin: 2.612 eV
* spin multiplicity: 2
* Kohn-Sham gap (spin up / spin down): 6.3 / 6.3 eV
* energy: -121378.081 eV
* strongest force on any atom: 0.993 eV Å⁻¹